No. 1
DFT (wB97M-V/def2-TZVPD) results for a structure of composition Ca3H2N6O19.

Geometry as ORCA input:
```
! RIJCOSX wB97M-V def2-TZVPD def2/J DEFGRID3
* xyz 0 1
Ca 2.6011 -1.1556 -0.3088
Ca -1.6397 0.0878 -2.9833
Ca -2.4257 2.4757 0.9100
N -3.4024 1.6641 4.1312
O -2.6991 1.9840 3.0616
O -4.1200 2.5182 4.6221
O -3.2852 0.5250 4.5594
N 3.1504 -3.5550 1.9399
O 4.3409 -3.2145 1.9919
O 2.6349 -4.3261 2.7246
O 2.4297 -3.0400 0.9874
N -0.8705 3.4231 -2.0567
O 0.2918 3.7602 -2.1266
O -1.7225 3.7152 -2.8971
O -1.2653 2.6835 -1.0522
N -0.3777 -0.0238 0.3953
O -0.7554 0.0331 -0.8005
O 0.4809 -0.8596 0.7292
O -0.8661 0.7342 1.2473
N 0.1172 -2.6297 -2.0650
O 1.3503 -2.3449 -2.0013
O -0.4187 -3.4144 -1.3275
O -0.5218 -1.9894 -2.9587
N 0.9876 0.3815 -4.3481
O 0.5112 0.8570 -3.2587
O 2.1839 0.3687 -4.5375
O 0.1470 -0.0559 -5.1587
O 1.0826 0.6509 3.8655
H 1.7354 0.0850 3.4446
H 0.3249 0.6614 3.2707
*
```

Properties
Orbital gap in eV: 6.9
Electronic energy in eV: -103177.35179

These are the Mulliken partial charges, in e, on atoms 1 to 6: Ca 1.76; Ca 1.57; Ca 1.77; N 0.83; O -0.68; O -0.55

No. 2
DFT (wB97M-V/def2-TZVPD) results for a structure of composition Ca4O24P6Zn3.

Geometry as ORCA input:
```
! RIJCOSX wB97M-V def2-TZVPD def2/J DEFGRID3
* xyz -4 1
Ca -3.2520 2.5642 -0.3290
Ca 1.2418 4.4541 -1.2257
Ca -2.6977 -1.6642 -2.2562
Ca 3.0134 0.1637 0.4429
Zn 0.1074 2.2348 -3.6560
Zn -0.1001 -1.7160 0.0673
Zn -0.4916 0.8737 1.9631
P -2.4724 -3.6778 -0.2325
O -1.7630 -4.9766 -0.0183
O -2.8605 -3.4462 1.2481
O -3.5817 -3.6931 -1.2808
O -1.3525 -2.8323 -0.7222
P -0.2323 1.1198 -0.7232
O -0.7551 -0.3088 -1.0850
O 0.2678 2.1716 -1.7317
O 0.8096 0.8345 0.4252
O -1.2338 1.7005 0.4447
P -1.8147 -1.1537 2.9720
O -3.3272 -1.1828 3.0473
O -1.2513 -1.7926 4.1846
O -1.8169 0.3712 3.3081
O -0.9546 -0.9703 1.6733
P 1.9674 -3.2113 -0.3720
O 3.2596 -3.3040 0.2765
O 1.7399 -3.7568 -1.7934
O 1.6798 -1.7266 -0.5711
O 0.8603 -3.5887 0.6691
P 2.2290 -0.0311 3.1484
O 2.3339 -1.1844 1.9761
O 0.9125 0.4158 3.2346
O 3.0569 1.1203 2.4300
O 2.5527 -0.3589 4.6424
P 0.9786 5.2424 -4.0032
O -0.4732 5.3424 -4.4377
O 1.4648 5.6308 -5.4571
O 1.1213 3.8884 -3.2773
O 0.8336 6.4478 -2.9812
*
```

Properties
Orbital gap in eV: 1.9
Electronic energy in eV: -323888.14929

These are the Mulliken partial charges, in e, on atoms 1 to 6: Ca 0.84; Ca 1.08; Ca 1.00; Ca 1.23; Zn 0.06; Zn 0.64